(1)
{
  "formula": "C48H60BrIN4S3TeTl",
  "method": "ωB97M-V with the def2-TZVPD basis set",
  "symbols": ["Tl", "C", "C", "C", "C", "C", "C", "C", "N", "C", "C", "C", "C", "C", "C", "C", "C", "C", "C", "N", "C", "C", "C", "N", "C", "C", "C", "C", "C", "C", "C", "C", "C", "C", "C", "C", "C", "C", "N", "C", "C", "H", "H", "H", "H", "H", "H", "H", "H", "H", "H", "H", "H", "H", "H", "H", "H", "H", "H", "H", "H", "H", "H", "H", "H", "H", "H", "H", "H", "H", "H", "H", "H", "H", "H", "H", "H", "H", "H", "H", "H", "H", "H", "H", "H", "C", "C", "S", "C", "C", "S", "C", "C", "S", "H", "H", "H", "H", "H", "H", "H", "H", "H", "H", "H", "H", "Te", "Br", "C", "C", "C", "C", "C", "C", "I", "H", "H", "H", "H"],
  "xyz": [[-0.0548, -0.0342, -0.1299], [0.8101, -4.5165, 1.6593], [0.0506, -5.1641, 0.4905], [-0.7599, -4.1167, -0.2116], [-2.0040, -3.6785, 0.1439], [-2.9302, -4.2788, 1.1547], [-4.1093, -5.0206, 0.5173], [-2.2428, -2.4317, -0.5434], [-1.1625, -2.1829, -1.3706], [-0.2096, -3.1558, -1.1387], [1.0881, -3.1968, -1.6365], [1.8455, -2.1287, -2.1316], [3.1512, -2.1832, -2.7768], [3.9162, -3.4194, -3.1525], [4.2364, -4.3549, -1.9729], [3.5087, -0.8875, -3.0157], [2.4214, -0.0578, -2.5088], [2.3771, 1.3350, -2.5791], [1.3177, 2.1953, -2.2740], [0.1248, 1.8133, -1.7635], [-0.6924, 2.8891, -1.7834], [-2.0513, 2.8871, -1.4448], [-2.8470, 1.8017, -1.0861], [-2.3885, 0.5413, -0.9208], [-3.4293, -0.2201, -0.5437], [-3.3173, -1.5900, -0.2772], [-4.6362, 0.5893, -0.4308], [-4.2806, 1.8541, -0.7939], [-5.0817, 3.1156, -0.9499], [-6.4105, 3.1939, -0.2021], [-5.9625, 0.0118, -0.0351], [-6.7571, -0.4867, -1.2474], [0.0390, 4.0507, -2.2684], [1.2972, 3.6212, -2.5662], [2.4621, 4.4321, -3.0454], [2.6846, 4.3515, -4.5600], [-0.5051, 5.4434, -2.3658], [-0.4916, 6.1468, -1.0017], [1.4537, -0.8457, -1.9876], [4.7448, -0.3628, -3.6816], [5.6928, 0.3563, -2.7086], [1.5116, -5.2113, 2.1279], [0.0986, -4.1690, 2.4105], [1.3658, -3.6465, 1.3065], [-0.6000, -5.9530, 0.8740], [0.7584, -5.6334, -0.1962], [-3.3125, -3.4811, 1.7973], [-2.3781, -4.9661, 1.7995], [-4.6627, -4.3652, -0.1563], [-4.7951, -5.3805, 1.2877], [-3.7632, -5.8772, -0.0623], [1.5792, -4.1583, -1.5692], [4.8533, -3.1110, -3.6182], [3.3516, -3.9731, -3.9090], [3.4259, -5.0620, -1.7984], [5.1450, -4.9281, -2.1638], [4.3785, -3.7810, -1.0574], [3.2528, 1.8137, -3.0014], [-2.5572, 3.8430, -1.5177], [-4.1389, -2.0517, 0.2576], [-5.2674, 3.2834, -2.0168], [-4.4632, 3.9505, -0.6091], [-7.1337, 2.4767, -0.5900], [-6.8390, 4.1924, -0.3091], [-6.2684, 3.0066, 0.8638], [-6.5528, 0.7413, 0.5178], [-5.7951, -0.8312, 0.6402], [-7.0070, 0.3417, -1.9124], [-7.6845, -0.9714, -0.9317], [-6.1645, -1.2048, -1.8153], [3.3684, 4.0950, -2.5349], [2.3098, 5.4783, -2.7668], [2.7858, 3.3148, -4.8824], [3.5904, 4.8914, -4.8455], [1.8388, 4.7853, -5.0955], [-1.5294, 5.4131, -2.7451], [0.0895, 6.0223, -3.0764], [-1.1097, 5.5957, -0.2911], [-0.8711, 7.1682, -1.0816], [0.5245, 6.1826, -0.6052], [4.4594, 0.3176, -4.4893], [5.2854, -1.1939, -4.1376], [5.3373, 1.3584, -2.4711], [6.6927, 0.4434, -3.1403], [5.7666, -0.2009, -1.7749], [-0.3441, 2.0117, 5.6619], [0.9665, 1.9732, 4.8812], [0.8636, 1.5853, 3.1067], [0.0136, 3.0312, 2.4057], [-1.5056, 3.0832, 2.6042], [-2.3012, 1.4755, 2.2608], [-3.5284, 1.3820, 3.5941], [-3.0282, 1.3875, 5.0447], [-1.4363, 0.5641, 5.3968], [-0.9154, 2.9016, 5.4075], [-0.1165, 2.0471, 6.7290], [1.6027, 1.1708, 5.2576], [1.4925, 2.9230, 5.0038], [0.2416, 2.9632, 1.3394], [0.4789, 3.9325, 2.8103], [-1.9365, 3.8174, 1.9202], [-1.7616, 3.3664, 3.6243], [-4.0339, 0.4438, 3.3620], [-4.2452, 2.1977, 3.4732], [-3.7637, 0.8761, 5.6669], [-2.9347, 2.4063, 5.4189], [-1.3626, -1.1954, -3.2123], [6.9622, -2.2421, 0.0250], [6.1858, -2.8620, 1.6361], [6.9502, -3.7009, 2.4356], [6.4389, -4.1778, 3.6292], [5.1597, -3.8119, 4.0253], [4.3976, -2.9798, 3.2234], [4.8961, -2.4951, 2.0194], [3.6633, -1.2672, 0.8367], [7.9451, -3.9728, 2.1105], [7.0338, -4.8364, 4.2482], [4.7520, -4.1787, 4.9581], [3.3966, -2.7002, 3.5249]],
  "atomic_forces_ev_per_a": [[0.2, 0.2, 0.5], [0.0, -0.1, -0.1], [0.0, 0.2, 0.0], [-0.2, 0.1, 0.2], [0.1, -0.2, -0.1], [0.0, 0.1, 0.0], [0.0, 0.0, 0.1], [-0.1, 0.1, 0.0], [0.0, 0.0, 0.2], [0.1, 0.0, -0.2], [-0.1, 0.0, 0.1], [-0.1, 0.3, 0.1], [0.1, 0.1, -0.2], [-0.1, 0.0, 0.1], [-0.1, 0.1, -0.1], [0.0, -0.1, -0.1], [0.0, 0.1, 0.1], [0.0, -0.1, 0.1], [-0.1, 0.0, 0.1], [-0.1, -0.1, -0.2], [0.1, 0.0, 0.1], [-0.1, -0.1, 0.1], [0.1, 0.0, 0.1], [-0.1, -0.2, 0.2], [0.3, 0.2, -0.1], [0.1, -0.1, 0.1], [-0.1, 0.1, 0.1], [-0.1, 0.0, 0.0], [-0.1, 0.0, 0.1], [0.1, 0.0, 0.0], [0.0, 0.0, -0.2], [0.0, 0.0, 0.1], [0.0, 0.1, -0.1], [0.0, 0.0, 0.2], [-0.1, -0.1, -0.2], [0.0, 0.0, 0.1], [0.1, -0.1, 0.2], [0.0, 0.0, -0.2], [0.2, -0.2, 0.1], [0.0, 0.0, 0.2], [0.0, -0.1, -0.1], [0.0, 0.0, 0.0], [0.0, 0.0, 0.0], [0.0, 0.0, 0.0], [0.0, 0.0, -0.1], [0.0, 0.0, 0.0], [0.0, 0.0, 0.1], [0.0, 0.0, 0.0], [0.0, 0.0, 0.0], [0.0, 0.0, 0.0], [0.0, 0.0, 0.0], [0.0, 0.0, 0.1], [0.0, 0.0, 0.0], [0.1, 0.0, 0.0], [0.0, 0.0, 0.0], [0.0, 0.0, 0.0], [0.1, 0.0, 0.0], [0.0, 0.0, 0.0], [0.0, 0.0, 0.0], [0.0, 0.0, 0.0], [0.0, 0.1, 0.0], [0.0, 0.0, -0.1], [0.0, 0.0, 0.0], [0.0, 0.0, 0.0], [0.0, 0.0, 0.0], [0.0, -0.1, 0.0], [0.0, 0.0, 0.0], [0.0, 0.0, 0.0], [0.0, 0.0, 0.0], [0.0, 0.0, 0.0], [0.0, 0.0, 0.0], [0.1, 0.0, 0.1], [0.0, 0.0, 0.0], [0.0, 0.0, 0.0], [0.0, 0.0, 0.0], [0.0, 0.1, -0.1], [-0.1, 0.0, 0.0], [0.0, 0.0, 0.0], [0.0, 0.0, 0.1], [0.0, 0.0, 0.0], [0.1, 0.0, 0.0], [0.0, 0.0, -0.1], [0.0, 0.0, 0.1], [0.0, 0.1, 0.0], [0.0, 0.0, 0.0], [-0.1, -0.3, 0.0], [-0.2, -0.1, -0.5], [0.1, 0.1, 0.2], [0.0, -0.3, 0.2], [-0.2, -0.3, -0.1], [-0.2, 0.2, 0.2], [0.4, 0.1, -0.3], [0.2, -0.2, 0.0], [-0.1, 0.2, 0.0], [0.0, 0.0, 0.0], [0.0, 0.1, 0.0], [0.1, 0.1, 0.1], [0.0, 0.0, 0.1], [0.0, 0.1, 0.0], [0.0, 0.1, -0.1], [0.1, 0.1, 0.1], [0.0, 0.1, 0.0], [-0.1, 0.0, 0.1], [-0.1, -0.1, 0.0], [-0.1, 0.1, 0.0], [-0.1, 0.0, 0.0], [-0.4, -0.2, -1.2], [0.0, 0.0, 0.0], [-0.2, 0.0, 0.0], [0.1, 0.0, 0.0], [-0.1, 0.0, 0.1], [0.1, 0.0, 0.0], [-0.1, 0.0, 0.0], [0.0, 0.2, -0.4], [0.1, -0.2, 0.3], [0.0, 0.0, 0.0], [0.0, 0.0, 0.0], [0.0, 0.0, 0.0], [0.0, 0.0, 0.0]],
  "lowdin_charge": [0.6623, -0.0798, -0.1861, -0.1295, -0.1339, -0.1968, -0.0913, -0.2961, -0.4135, -0.2992, 0.0166, -0.3354, -0.1458, -0.1744, -0.0985, -0.1476, -0.2741, 0.0617, -0.2424, 0.0146, -0.2484, 0.0547, -0.2805, -0.0675, -0.3203, 0.0209, -0.1322, -0.1268, -0.1905, -0.1075, -0.2044, -0.0864, -0.1403, -0.1356, -0.2019, -0.0944, -0.1991, -0.0922, -0.0657, -0.1876, -0.0932, 0.0678, 0.0763, 0.0444, 0.1009, 0.1004, 0.1091, 0.0995, 0.0684, 0.0650, 0.0737, 0.0919, 0.0904, 0.1166, 0.0550, 0.0657, 0.0292, 0.0895, 0.0936, 0.0952, 0.1197, 0.0989, 0.0587, 0.0665, 0.0722, 0.0834, 0.0970, 0.0681, 0.0650, 0.0774, 0.1060, 0.0997, 0.0669, 0.0641, 0.0712, 0.1044, 0.0999, 0.0593, 0.0639, 0.0725, 0.1099, 0.0920, 0.0593, 0.0663, 0.0129, -0.5344, -0.5468, 0.7473, -0.5291, -0.4892, 0.8262, -0.5253, -0.5357, 0.8335, 0.0491, 0.0625, 0.0628, 0.0707, 0.0510, 0.0766, 0.0656, 0.0499, 0.0655, 0.0715, 0.0588, 0.0589, 0.6713, 0.7373, -0.7286, -0.1478, -0.0950, -0.0915, -0.1573, -0.7097, 1.0424, 0.0931, 0.1003, 0.1019, 0.0945],
  "largest_force_ev_per_a": 1.27,
  "total_charge": -1,
  "lumo_ev": 1.989
}

(2)
{
  "formula": "C48H60Cl3FIO5Y",
  "method": "ωB97M-V with the def2-TZVPD basis set",
  "symbols": ["Y", "C", "O", "C", "C", "C", "C", "C", "C", "C", "C", "C", "C", "C", "C", "C", "C", "C", "C", "C", "C", "C", "C", "C", "C", "C", "C", "C", "C", "C", "C", "C", "C", "O", "C", "C", "C", "C", "C", "O", "C", "C", "C", "C", "C", "C", "O", "C", "C", "C", "C", "H", "H", "H", "H", "H", "H", "H", "H", "H", "H", "H", "H", "H", "H", "H", "H", "H", "H", "H", "H", "H", "H", "H", "H", "H", "H", "H", "H", "H", "H", "H", "H", "H", "H", "H", "H", "H", "H", "H", "H", "H", "H", "H", "H", "H", "H", "H", "H", "H", "H", "H", "H", "H", "H", "H", "H", "H", "H", "Cl", "C", "Cl", "H", "H", "I", "F", "Cl", "O", "C"],
  "xyz": [[0.4931, 0.2299, 3.8978], [-0.0475, -3.8155, 3.6766], [0.0215, -2.5502, 3.0171], [-0.0529, -2.7809, 1.6208], [1.1396, -2.8834, 0.8883], [2.5406, -2.8616, 1.3681], [3.3413, -1.6725, 0.9328], [4.2753, -1.7622, -0.0215], [5.0071, -0.6635, -0.5693], [4.5938, 0.5463, -0.0667], [3.6407, 0.7345, 0.9094], [3.1397, 2.0729, 1.2304], [1.8485, 2.3445, 0.5014], [1.7231, 2.2984, -0.8642], [0.5462, 2.5220, -1.5547], [-0.6289, 2.7637, -0.8289], [-0.5587, 2.8114, 0.5747], [-1.8225, 2.7297, 1.4425], [-2.6456, 1.4646, 1.1554], [-3.8421, 1.6045, 0.4940], [-4.6275, 0.5279, 0.1063], [-4.1164, -0.7421, 0.5464], [-2.9496, -0.8840, 1.2541], [-2.4575, -2.1887, 1.7773], [-1.2606, -2.6758, 1.0041], [-1.3794, -2.7827, -0.3778], [-0.2384, -2.9950, -1.1747], [0.9767, -2.9653, -0.5109], [-0.3925, -3.2823, -2.7325], [1.0001, -3.2420, -3.4349], [-1.3631, -2.2900, -3.3482], [-0.9049, -4.7353, -2.9064], [-2.1453, 0.2397, 1.5567], [-1.0663, 0.0343, 2.2548], [-6.0967, 0.6189, -0.3465], [-6.3088, -0.4283, -1.4283], [-6.3208, 2.0195, -0.9800], [-7.0559, 0.4591, 0.8459], [0.7040, 2.6606, 1.1574], [0.7697, 2.6238, 2.5455], [0.6597, 3.9213, 3.1430], [0.5370, 2.6098, -3.0878], [-0.6546, 1.7956, -3.6773], [0.4105, 4.0209, -3.4934], [1.8421, 2.0020, -3.6326], [2.8909, -0.3901, 1.3901], [1.8169, -0.2942, 2.0972], [6.0571, -0.7799, -1.6925], [6.3974, -2.2040, -2.0282], [5.6144, -0.0325, -2.9313], [7.3731, -0.1462, -1.1586], [-1.0871, -4.2088, 3.6339], [0.2256, -3.6675, 4.6866], [0.6503, -4.5357, 3.2359], [3.1118, -3.8358, 1.1325], [2.5337, -2.7952, 2.4386], [4.5123, -2.7522, -0.4059], [4.9848, 1.4917, -0.3699], [3.8078, 2.8768, 1.0410], [2.9047, 2.0890, 2.2629], [2.6120, 1.9497, -1.4287], [-1.6168, 2.8354, -1.3084], [-2.4081, 3.6535, 1.3561], [-1.4418, 2.6511, 2.4542], [-4.1412, 2.6857, 0.3851], [-4.7185, -1.6580, 0.3703], [-3.3119, -2.9035, 1.7825], [-2.1458, -2.0216, 2.8281], [-2.3704, -2.7392, -0.8782], [1.9251, -2.9470, -1.0266], [1.5905, -2.4083, -3.1194], [0.8626, -3.2299, -4.5167], [1.6472, -4.0472, -3.1882], [-1.0457, -1.3122, -2.9983], [-2.3699, -2.4364, -2.9320], [-1.3764, -2.5009, -4.4130], [-0.2265, -5.4147, -2.3821], [-0.9475, -5.0677, -3.9663], [-1.8640, -4.8443, -2.4511], [-5.7650, -0.2514, -2.3350], [-7.3349, -0.4925, -1.7810], [-6.0586, -1.4043, -1.1115], [-5.5218, 2.3133, -1.6272], [-6.3779, 2.7520, -0.2182], [-7.2654, 2.0786, -1.4357], [-7.2659, -0.5466, 1.1117], [-8.0388, 0.9100, 0.5665], [-6.7813, 1.1142, 1.7136], [1.4957, 4.5382, 2.9758], [0.5454, 3.7857, 4.2275], [-0.1951, 4.5174, 2.6364], [-1.5813, 1.9304, -2.9732], [-0.4403, 0.6608, -3.5699], [-0.9883, 2.0300, -4.6977], [-0.5177, 4.4716, -3.2496], [0.5474, 4.2460, -4.5748], [1.1549, 4.6369, -2.8963], [1.9453, 1.0115, -3.4283], [2.6711, 2.5966, -3.3350], [1.7783, 2.0157, -4.7744], [5.5168, -2.8184, -1.9483], [7.0546, -2.6220, -1.2705], [6.8721, -2.4440, -2.9758], [4.7252, -0.4213, -3.4979], [6.4111, -0.0040, -3.6906], [5.3087, 1.0404, -2.6377], [7.6868, -0.6287, -0.1705], [7.2135, 0.9242, -0.9844], [8.1251, -0.2472, -1.8960], [-4.5814, 3.3245, 5.9276], [-3.8146, 2.2579, 4.6615], [-4.4726, 0.6854, 4.6085], [-2.7586, 2.2114, 4.8489], [-4.0776, 2.7066, 3.7285], [3.2029, 1.4836, 5.0947], [-0.7590, 1.9286, 4.5755], [-0.1277, -1.1416, 5.9271], [0.6416, 1.6503, 9.0368], [1.1067, 0.6861, 8.6753]],
  "atomic_forces_ev_per_a": [[-0.7, 1.5, -1.5], [-0.6, -0.1, -0.6], [0.3, -1.0, -1.0], [2.2, 0.9, 1.1], [-1.6, -0.2, -1.8], [1.4, -1.2, 0.9], [-1.9, 0.9, 0.7], [2.7, 0.0, -2.1], [-1.0, -1.4, 0.0], [0.3, 0.6, 0.4], [-0.8, -1.8, -0.1], [-1.2, 0.0, -0.1], [0.2, 0.4, -0.6], [1.3, -0.8, -1.5], [-0.8, 0.4, -0.2], [0.2, 0.0, 0.8], [-0.5, -0.6, -0.9], [0.7, -0.4, 0.0], [1.2, 2.0, 0.0], [-1.0, 1.2, -0.4], [0.1, -1.3, 1.4], [-1.1, 0.3, -0.6], [-0.1, 0.2, -0.3], [-0.7, -0.6, 1.0], [-1.7, 0.5, -0.7], [0.3, -0.8, -1.0], [-0.8, -0.1, -0.6], [0.6, -0.1, 0.6], [1.2, -0.8, 1.3], [-1.2, 0.6, 0.0], [0.0, -0.6, 0.9], [0.8, 0.1, -0.2], [0.2, -1.1, 0.7], [0.3, 0.7, 0.2], [1.2, 0.9, -0.6], [-1.1, 0.3, -0.3], [0.5, -1.1, 1.0], [-0.8, 2.3, -0.3], [-1.2, -0.2, 1.8], [0.0, 0.8, 0.2], [-2.2, 0.1, -0.2], [-0.3, -2.3, -0.2], [-1.4, -1.7, 2.3], [1.7, 2.5, -0.2], [-1.6, 2.7, -3.1], [0.7, 0.0, -0.5], [0.0, 0.3, 0.9], [0.4, 0.4, 0.9], [-0.2, -1.3, 0.6], [-1.2, 1.8, -0.8], [-1.0, 0.1, 1.5], [0.5, 0.1, -0.1], [0.2, 0.3, 1.1], [-0.1, 0.1, -0.2], [-0.9, 1.3, 0.1], [-0.2, -0.2, 0.9], [-0.1, 0.0, 0.2], [0.7, 0.5, -0.7], [1.0, 0.6, -0.3], [-0.1, 0.2, 1.1], [-0.6, 0.4, 0.5], [0.6, 0.0, 0.3], [-0.1, -0.2, -0.1], [-0.2, 0.1, 0.4], [0.0, -1.3, -0.3], [0.4, 0.6, 0.1], [0.6, 0.1, -0.1], [-0.3, -0.2, -0.5], [0.7, 0.1, 0.7], [0.0, -0.2, -0.5], [0.1, 1.1, -0.1], [0.1, 0.1, -0.1], [0.2, -1.2, 0.3], [-0.1, 0.4, -0.7], [0.2, 0.0, -0.3], [-0.1, 0.7, -0.3], [0.0, 0.0, -0.1], [0.0, 0.4, 0.5], [-0.9, -0.1, 0.2], [0.8, 0.4, -0.3], [-0.5, 0.2, 0.2], [0.3, -1.1, 0.5], [0.4, 0.0, -0.7], [0.2, 0.9, 1.0], [-1.3, -0.2, -1.1], [0.2, -1.0, 0.5], [0.3, -0.4, -0.1], [0.3, -1.0, -0.6], [1.7, 0.4, -0.4], [-0.3, 0.0, -0.6], [0.9, -1.1, 1.1], [1.5, -0.1, -1.5], [-0.2, 1.8, -0.4], [0.5, 0.1, 0.2], [-1.2, 0.1, 0.5], [0.2, -0.5, 0.5], [-0.6, -0.5, -0.9], [0.4, -2.8, 1.2], [0.9, 0.3, 0.2], [0.2, 0.3, 1.2], [-0.4, -0.3, -0.4], [0.2, 0.0, 0.3], [0.0, 0.6, -0.4], [0.6, -0.1, 0.9], [0.0, 0.2, 0.3], [0.6, -1.5, -0.6], [-0.4, 0.6, -1.4], [0.1, -0.1, 0.1], [1.1, -0.2, -0.7], [0.2, -0.3, -0.2], [-0.2, 1.1, 0.3], [-0.6, -1.4, 0.2], [0.6, 0.1, 0.1], [0.2, 0.5, -0.5], [-0.2, -0.2, 0.1], [0.4, -0.9, 0.0], [-0.1, -0.4, 0.4], [0.1, -0.3, -0.2], [-0.1, 0.3, 0.2]],
  "lowdin_charge": [1.0435, -0.0906, -0.2141, -0.1940, -0.1130, -0.0997, -0.1625, -0.0207, -0.1659, -0.0363, -0.1429, -0.0959, -0.1150, 0.0295, -0.1623, 0.0309, -0.0945, -0.0734, -0.1551, -0.0296, -0.1771, 0.0025, -0.1680, -0.0845, -0.1377, 0.0305, -0.1334, 0.0266, -0.5162, -0.0603, -0.0530, -0.0622, -0.3074, -0.1714, -0.5339, -0.0684, -0.0663, -0.0431, -0.2025, -0.2529, -0.0799, -0.5685, -0.0454, -0.0834, -0.0684, -0.2808, -0.1927, -0.5693, -0.0806, -0.0698, -0.0610, 0.1028, 0.0300, 0.0929, 0.1488, 0.1092, 0.0929, 0.1041, 0.1201, 0.0098, 0.1140, 0.1121, 0.1161, 0.0765, 0.1237, 0.1112, 0.1284, 0.1249, 0.1228, 0.1022, 0.0637, 0.0766, 0.0630, 0.0719, 0.0756, 0.0793, 0.0816, 0.0840, 0.0610, 0.0790, 0.0756, 0.0468, 0.0768, 0.0597, 0.0561, 0.0613, 0.0775, 0.0976, 0.0631, 0.0773, 0.1194, 0.0918, 0.0869, 0.0702, 0.0637, 0.0886, 0.1131, 0.0411, 0.0661, 0.1080, 0.0554, 0.0817, 0.0794, 0.0901, 0.0712, 0.0980, 0.1137, 0.0728, 0.0512, 0.4215, -1.0243, 0.5705, -0.0134, 0.0002, -0.1865, -0.5473, -0.1655, -0.0013, -0.0463],
  "largest_force_ev_per_a": 4.37,
  "total_charge": -2,
  "lumo_ev": 3.828
}

Which energy relative to the best compared isomer or geometry (same formula, charge and spin) belongs to each record? In order, 40.9; 14.6 kcal/mol.
Which HOMO-LUMO gap belongs to each record? In order, 0.1776; 0.2273 hartree.